1.
A structure of composition C20H18N5OPdS. Source: the OMol25 dataset; level of theory: ωB97M-V/def2-TZVPD.

Summary:
- energy (Ha) = -1647.8602
- total charge = +1
- energy relative to the best compared isomer or geometry (same formula, charge and spin) (kJ/mol) = 0.0
- HOMO-LUMO gap (eV) = 7.65
- HOMO level (Eh) = -0.4099

Each line ends with the Mulliken charge.
Geometry (Å):
Pd: 0.206 -0.025 0.092  0.638
C: -2.141 -2.730 2.217  -0.750
C: -1.701 -2.674 3.539  -0.391
C: -0.696 -1.803 3.879  -0.346
C: -0.111 -0.976 2.911  0.392
N: -0.522 -1.075 1.632  0.123
C: -1.522 -1.922 1.303  -0.398
N: 0.863 -0.112 3.347  -0.536
C: 1.434 0.778 2.628  -0.139
N: 1.199 1.119 1.315  -0.489
C: 2.162 2.006 0.887  -0.171
N: 2.383 2.454 -0.288  -0.531
C: 1.697 2.089 -1.420  0.424
C: 2.007 2.786 -2.595  -0.378
C: 1.347 2.511 -3.765  -0.384
C: 0.358 1.527 -3.779  -0.782
C: 0.107 0.856 -2.613  -0.360
N: 0.766 1.115 -1.462  0.117
C: 2.993 2.371 2.055  0.414
C: 4.053 3.243 2.177  -0.221
C: 4.659 3.338 3.425  -0.605
C: 4.209 2.578 4.503  -0.602
C: 3.138 1.700 4.365  -0.224
C: 2.546 1.617 3.124  0.382
H: -2.941 -3.388 1.911  0.439
H: -2.148 -3.311 4.290  0.419
H: -0.329 -1.714 4.891  0.499
H: -1.803 -1.940 0.259  0.454
H: 2.771 3.547 -2.529  0.500
H: 1.589 3.053 -4.670  0.424
H: -0.197 1.291 -4.675  0.442
H: -0.632 0.069 -2.568  0.448
H: 4.388 3.830 1.331  0.537
H: 5.496 4.010 3.566  0.411
H: 4.704 2.673 5.460  0.410
H: 2.773 1.107 5.194  0.537
C: 2.674 -2.431 -2.392  -1.158
S: 1.886 -2.033 -0.841  1.039
C: 2.011 -3.635 -0.067  -1.107
O: 0.400 -1.866 -1.183  -0.665
H: 2.220 -3.326 -2.814  0.369
H: 3.739 -2.574 -2.207  0.435
H: 2.523 -1.578 -3.052  0.311
H: 3.061 -3.825 0.157  0.432
H: 1.604 -4.392 -0.737  0.367
H: 1.436 -3.592 0.857  0.271


2.
An isolated molecule of C20H18O6. Source: the OMol25 dataset; level of theory: ωB97M-V/def2-TZVPD.

Summary:
- energy (Ha) = -1224.3572
- SMILES = CCOC(=O)COc1ccc2c(=O)c(-c3ccccc3OC)coc2c1
- energy relative to the best compared isomer or geometry (same formula, charge and spin) (kJ/mol) = 118.1
- HOMO-LUMO gap (eV) = 8.87
- HOMO level (Eh) = -0.3118

Each line ends with the Mulliken charge.
Geometry (Å):
C: -5.334 -1.675 -4.491  -1.112
C: -4.127 -0.781 -4.255  -0.224
O: -4.389 0.190 -3.232  -0.344
C: -4.239 -0.207 -1.969  0.642
O: -3.862 -1.291 -1.621  -0.548
C: -4.617 0.930 -1.019  -0.538
O: -4.240 0.673 0.307  -0.452
C: -2.922 0.552 0.604  0.889
C: -2.634 0.197 1.933  -0.862
C: -1.336 0.066 2.347  -0.854
C: -0.271 0.280 1.463  0.114
C: 1.120 0.132 1.914  0.679
O: 1.423 -0.182 3.052  -0.715
C: 2.101 0.383 0.846  0.119
C: 3.542 0.312 1.151  0.493
C: 4.033 1.113 2.179  -0.642
C: 5.384 1.182 2.453  -0.800
C: 6.276 0.448 1.688  -0.426
C: 5.804 -0.384 0.693  -0.481
C: 4.440 -0.480 0.426  0.258
O: 4.093 -1.365 -0.562  -0.522
C: 2.926 -2.144 -0.412  -0.768
C: 1.682 0.720 -0.389  -0.059
O: 0.404 0.854 -0.777  -0.429
C: -0.567 0.633 0.145  -0.077
C: -1.886 0.775 -0.285  -0.257
H: -5.125 -2.356 -5.311  0.367
H: -6.206 -1.075 -4.741  0.297
H: -5.548 -2.257 -3.597  0.324
H: -3.889 -0.193 -5.143  0.309
H: -3.262 -1.381 -3.957  0.312
H: -5.708 1.012 -1.003  0.356
H: -4.202 1.875 -1.394  0.362
H: -3.461 0.030 2.603  0.463
H: -1.095 -0.209 3.362  0.504
H: 3.333 1.698 2.755  0.437
H: 5.741 1.814 3.252  0.380
H: 7.336 0.506 1.880  0.379
H: 6.477 -0.987 0.103  0.440
H: 2.100 -1.742 -1.008  0.265
H: 3.172 -3.142 -0.781  0.320
H: 2.615 -2.213 0.632  0.361
H: 2.368 0.926 -1.201  0.500
H: -2.048 1.045 -1.316  0.540


3.
A structure of composition C20H19AsIrN4O11S2 at a distorted geometry. Source: the OMol25 dataset; level of theory: ωB97M-V/def2-TZVPD.

Summary:
- energy (Ha) = -4956.6878
- energy relative to the best compared isomer or geometry (same formula, charge and spin) (kJ/mol) = 160.4
- HOMO-LUMO gap (alpha / beta) (eV) = 8.58 / 6.89
- spin multiplicity = 2
- HOMO level (alpha / beta) (Eh) = -0.3166 / -0.3196

Each line ends with the Mulliken charge.
Geometry (Å):
Ir: -0.639 -0.550 -0.182  2.052
O: -3.691 1.752 2.079  -0.715
As: -1.997 1.897 1.570  0.948
O: -1.837 3.456 1.111  -0.863
O: -2.113 0.657 0.331  -0.980
C: -1.238 1.088 3.177  0.193
C: -2.057 0.891 4.285  -0.454
C: -1.552 0.261 5.415  -0.618
C: -0.244 -0.196 5.450  -0.624
C: 0.586 -0.010 4.357  -0.806
C: 0.084 0.638 3.241  0.480
S: 1.109 0.918 1.845  1.156
O: 2.282 1.643 2.231  -0.755
O: 0.198 1.675 0.971  -0.647
O: 1.343 -0.386 1.175  -0.730
H: -4.124 2.547 1.740  0.287
H: -3.083 1.223 4.251  0.525
H: -2.196 0.114 6.272  0.391
H: 0.132 -0.702 6.330  0.408
H: 1.609 -0.364 4.360  0.480
O: -0.328 -3.156 2.889  -0.491
C: -0.426 -2.509 1.907  0.600
O: -1.171 -1.625 1.432  -0.698
C: 0.940 -2.926 0.570  0.714
O: 1.824 -3.563 1.008  -0.490
O: 0.451 -2.437 -0.454  -0.582
N: -0.059 0.616 -1.741  -0.550
C: 0.529 1.625 -1.630  0.476
N: 1.177 2.729 -1.513  -0.006
C: 0.456 3.973 -1.157  0.011
C: 0.223 4.752 -2.438  -0.598
O: 1.442 4.960 -3.146  -0.407
C: 2.094 3.750 -3.485  -0.474
C: 2.440 2.966 -2.230  -0.587
H: 1.111 4.528 -0.486  0.260
H: -0.458 3.725 -0.614  0.076
H: -0.169 5.741 -2.212  0.390
H: -0.495 4.221 -3.075  0.303
H: 2.991 4.018 -4.041  0.389
H: 1.445 3.139 -4.127  0.281
H: 3.070 3.567 -1.575  0.320
H: 2.936 2.020 -2.439  0.456
N: -3.840 -1.423 0.262  -0.205
C: -3.138 -2.036 -0.676  0.570
N: -2.028 -1.557 -1.245  0.123
C: -1.625 -2.392 -2.319  -0.163
C: -0.564 -2.163 -3.186  0.052
C: -0.303 -3.090 -4.179  -0.884
C: -1.084 -4.235 -4.326  -0.567
C: -2.151 -4.463 -3.477  -0.541
C: -2.409 -3.525 -2.489  0.582
S: -3.702 -3.544 -1.323  -0.330
H: -3.457 -0.549 0.636  0.283
H: -4.602 -1.895 0.713  0.211
H: 0.049 -1.284 -3.071  0.553
H: 0.526 -2.921 -4.853  0.411
H: -0.854 -4.953 -5.102  0.383
H: -2.769 -5.345 -3.581  0.395